Entry 1:
ORCA calculation (wB97M-V/def2-TZVPD) on C7H11BiO7P as an isolated structure at a distorted geometry.

```
27
Properties=species:S:1:pos:R:3:forces:R:3:nbo_charge:R:1
H 1.600275 1.978862 0.228737 -0.0380 -0.3540 0.2169 0.1760
O -2.333573 1.063567 2.515705 1.3674 -0.4047 -1.3580 -0.0947
H 2.979268 0.159958 -0.915261 0.2134 -0.3179 0.4580 0.1709
H 3.909842 -1.299186 -0.437626 0.0237 0.2789 -0.0499 0.2440
C -3.309615 1.522974 -0.982797 -7.6610 3.6791 -2.0811 0.4856
C -2.071725 0.903312 1.432605 -5.3807 2.5574 12.3883 0.3801
H 0.675174 -3.259263 0.015356 -0.3246 0.2593 -0.1869 0.2859
H -0.264977 -2.282500 -1.190561 0.2690 0.0471 0.1202 0.1568
H -0.385599 1.839031 -0.405323 0.7975 4.9680 -0.8956 0.1762
O 2.243458 -1.022397 0.691142 -3.2754 0.0899 -1.8246 -0.7317
C -1.252319 0.229623 -2.343993 1.0529 -1.7328 -14.3274 0.3934
C -2.692110 -1.087050 -0.381031 -7.0291 -7.1375 0.2234 0.4487
H -1.096167 2.275042 -0.638479 3.9446 3.4097 0.1843 0.0313
Bi -1.625553 0.566614 -0.447127 8.3591 -3.9270 3.2809 1.1011
O -1.047656 0.001269 -3.428844 0.3645 0.1199 2.1507 -0.0918
O 0.819203 0.552524 1.661084 -2.5425 0.2434 -2.1876 -0.7871
C 1.520080 1.776721 1.318673 0.4539 1.1425 0.3334 -0.3111
O -3.285814 -2.027065 -0.341750 0.6529 -0.4595 0.1216 -0.1131
H 3.941838 0.136075 0.617479 -0.1597 -0.1155 -0.1886 0.2267
H 2.548080 1.740574 1.703608 -0.4140 -0.0210 0.0317 0.2695
P 0.745116 -0.395609 0.281404 5.8697 -2.4055 4.8068 1.5785
O -4.259135 2.027553 -1.278409 1.0650 -0.2521 0.2046 -0.0532
H -1.113417 -3.306417 -0.046405 0.1167 -0.0702 0.3324 0.2376
C -0.238598 -2.668454 -0.151921 0.0830 -0.9196 -0.0258 -0.3101
C 3.320187 -0.461702 -0.058185 1.4085 0.0770 -0.8363 -0.2809
H 0.980146 2.630515 1.746894 0.2516 -0.2706 0.1642 0.2281
O -0.306410 -1.594571 0.835022 0.5316 1.5156 -1.0559 -0.8168
```
Forces are in eV/Å.

- net charge = +3
- multiplicity = 1
- orbital gap (eV) = 5.299
- E_HOMO (eV) = -20.2



Entry 2:
ORCA calculation (wB97M-V/def2-TZVPD) on a 11-piece molecular cluster, C10H42O16 overall at a distorted geometry.

```
68
Properties=species:S:1:pos:R:3:forces:R:3:nbo_charge:R:1
H -6.139746 13.796192 -11.232224 0.2027 0.0183 0.3109 0.4769
H -5.396746 16.352158 -15.609983 0.3072 -0.5325 1.5950 0.4885
H -3.359001 16.426662 -16.668540 0.6987 0.0432 0.9850 0.1445
O -8.496085 15.242565 -15.345332 0.4829 -0.8012 -1.9033 -0.9671
H -8.094382 16.686318 -17.592321 1.5949 -1.3425 1.1844 0.1830
O -5.318912 13.938025 -11.716132 -0.1548 -2.0508 -1.0654 -0.7417
H -10.341362 17.279014 -11.124065 -1.0038 1.4337 -0.3931 0.2183
C -8.788153 17.248799 -18.103091 -0.9559 0.9676 -0.8886 -0.0866
H -7.046591 17.532723 -15.027413 0.8203 -1.7054 -2.8896 0.4857
O -8.992652 16.631316 -19.380124 -1.1723 0.7773 0.1696 -0.7134
O -4.360245 18.862612 -11.526007 -0.2744 0.8074 -2.5437 -0.9589
H -7.748113 15.003301 -15.949368 -1.1291 0.2650 0.3318 0.4733
C -5.041153 15.978789 -10.772076 4.2638 0.6912 0.0879 -0.1001
H -5.773308 17.497603 -18.061133 -1.3470 0.0063 -1.6713 0.1858
O -10.392211 15.826608 -12.600087 0.7531 1.2471 0.7106 -0.7123
H -8.693672 20.579449 -11.612302 -0.7298 -0.0215 -0.6214 0.1472
H -8.729687 17.141220 -11.946794 -1.4587 -0.9514 0.4979 0.1674
H -8.886872 19.271775 -18.796063 -1.1042 0.9418 -1.7612 0.1561
H -7.979703 15.452793 -14.582722 0.3723 0.3041 1.1337 0.4733
C -10.805781 20.204576 -12.189309 0.9886 -2.1577 0.5870 -0.0767
C -9.419495 15.667398 -10.418176 -0.6480 2.2645 0.1203 -0.0948
H -11.160778 21.151965 -12.171942 -1.1015 3.2730 -0.9639 0.1578
H -3.962898 17.709005 -14.857402 -0.2058 0.1640 -0.1693 0.4798
O -8.506604 14.732657 -10.857780 1.4799 0.9577 -1.4354 -0.7436
H -8.052895 20.170423 -16.889671 -0.1829 -0.7645 -0.2808 0.4775
H -10.591289 20.398648 -10.319243 0.3261 0.5149 0.7657 0.4565
O -9.130399 20.788021 -13.698145 1.7160 -0.6346 -0.4071 -0.7228
C -3.907156 16.550661 -17.572683 0.0162 2.2801 -0.2319 -0.0762
H -5.207283 18.963084 -12.009911 0.6984 0.4096 0.2736 0.4758
H -9.059742 19.147747 -12.600537 0.4090 -1.2327 0.3917 0.1617
H -9.934159 16.851492 -19.541383 0.9252 -0.4704 -0.4717 0.4633
O -7.356644 18.042832 -14.339075 -1.1086 1.7891 3.3456 -0.9558
H -7.215524 17.457050 -13.573834 -0.0888 0.0126 -0.3611 0.4868
H -10.330277 15.191410 -10.033453 -0.1335 0.0427 -0.5946 0.1798
C -9.677363 16.598470 -11.577420 0.0488 -1.5501 -0.6534 -0.1099
C -9.320026 20.163092 -12.451267 -0.8966 0.6136 -0.8622 -0.0704
H -9.712911 17.190014 -17.524542 0.0733 0.3315 0.1212 0.1795
H -7.806551 15.350969 -12.489018 0.5992 0.0260 -0.2707 0.4940
O -5.860048 16.208655 -16.418399 -1.4713 -0.1530 -1.0466 -0.7565
H -6.374864 15.014409 -12.798942 1.5663 -1.1334 0.3769 0.4986
O -4.125166 16.689507 -9.917930 0.0603 0.8368 0.3053 -0.7472
H -4.601889 18.523163 -10.700177 -0.2032 -0.8890 2.1706 0.4769
H -5.936756 15.979552 -10.270221 -2.5675 -0.6375 0.8366 0.1656
O -4.551150 17.242377 -14.248278 0.8545 0.1464 0.0033 -0.9561
O -7.066584 15.575724 -13.086964 -1.7506 1.1214 0.0030 -0.9948
O -10.956542 19.751498 -10.901259 -0.9427 -1.7312 2.6367 -0.7291
H -3.932501 17.078961 -13.525647 -0.2536 -0.1011 0.3850 0.4956
H -9.846665 15.080188 -12.882092 -0.0579 0.1933 -0.0520 0.4690
H -4.035055 15.555789 -17.906060 -0.7549 -0.9559 -0.7124 0.1828
C -8.277682 18.684817 -18.195672 1.4219 -0.6415 0.8575 -0.0704
H -9.082106 16.271874 -9.571661 0.5923 -0.0008 0.1133 0.1595
H -4.132390 14.067126 -9.967736 0.0413 0.5270 -0.8047 0.1724
H -2.937680 16.856649 -19.277775 -0.0934 -0.2284 -0.1382 0.4755
O -5.926953 20.215606 -13.588492 0.2900 1.0570 0.5520 -0.9834
O -3.121802 17.328684 -18.468536 0.0193 0.3122 0.2509 -0.7330
C -4.345593 14.590029 -10.933866 -2.6336 1.8320 -0.3663 -0.0796
H -8.694593 14.062722 -10.284493 0.0133 -3.6794 1.9153 0.4790
H -5.263545 18.064636 -16.564446 0.8472 1.5813 0.3912 0.1646
H -5.144360 16.610519 -11.707507 0.2949 -1.2462 0.9893 0.2046
H -3.497181 14.777800 -11.576556 0.4816 -0.4824 0.2363 0.1971
H -8.429661 20.188912 -14.039856 -0.5013 1.1291 -0.7044 0.4893
H -4.975445 20.180637 -13.735037 -0.2389 -0.2218 -0.0359 0.4719
O -8.298593 19.226596 -16.911704 -0.2353 0.7402 1.9280 -0.7350
H -6.326210 19.359883 -13.755710 -0.0028 -0.7225 -0.7821 0.4911
H -7.215709 18.755800 -18.475448 -0.4483 -0.3973 -0.9615 0.1470
H -11.494872 19.538819 -12.715634 0.7538 0.2373 -0.9702 0.1885
C -5.257537 17.228548 -17.205846 1.8241 -2.6099 0.5112 -0.0907
H -4.113253 16.237570 -9.066618 0.0133 0.1502 -0.0601 0.4646
```
Forces are in eV/Å.

- SMILES string = OCCO.OCCO.OCCO.OCCO.OCCO.O.O.O.O.O.O
- net charge = 0
- multiplicity = 1
- orbital gap (eV) = 9.460
- E_HOMO (eV) = -9.6